Entry 1:
A cluster of 2 separate species, CH7NS2 in total at a distorted geometry, computed with ωB97M-V/def2-TZVPD.

**Energy**: -24301.8499 eV
**E_LUMO (alpha / beta)**: -4.945 / -8.943 eV
**Net charge**: +1
**Multiplicity**: 2
**Relative energy (zero: lowest compared OMol25 entry of this formula, charge and spin)**: 0.828 eV

Last column: Löwdin charge in e.
Atoms and positions in Å:
N  0.50136  2.55519  0.14513  0.01
H  1.45060  2.90190  0.15962  0.01
H  0.48059  1.71361  0.74249  -0.02
H  0.33719  2.20196  -0.81373  0.01
C  0.41659  -1.61741  -0.33549  -0.36
S  -0.41860  -1.41432  1.24021  0.66
S  -2.33953  -1.15144  0.71637  0.57
H  0.08716  -2.68824  -0.66503  0.12
H  1.46378  -1.70197  -0.22785  0.05
H  0.21382  -0.85613  -0.96381  0.00
H  -2.19294  0.05685  0.00210  -0.06

Atoms 1-6, force components in eV/Å:
-0.47 -1.30 -0.49
0.15 0.09 0.06
0.15 0.70 -0.20
0.17 0.49 0.63
-0.55 -4.13 1.39
-0.28 -0.41 -0.17

***

Entry 2:
The molecule CH7NSi at a distorted geometry, computed with ωB97M-V/def2-TZVPD.

**Energy**: -10516.5905 eV
**E_LUMO**: 1.015 eV
**Relative energy (zero: lowest compared OMol25 entry of this formula, charge and spin)**: 1.815 eV

Last column: Löwdin charge in e.
Atoms and positions in Å:
C  1.08060  0.47860  -0.88698  -0.24
Si  0.09473  -0.83335  0.17458  0.56
N  -1.53187  -0.29276  0.74151  -0.20
H  1.38007  0.79354  -2.01586  0.09
H  0.17564  0.98782  -0.73529  -0.06
H  1.83421  0.85147  -0.29058  -0.04
H  -0.29739  -1.94172  -0.38800  -0.11
H  0.65109  -0.47571  1.53162  -0.01
H  -1.42730  -0.02761  1.72226  -0.01
H  -1.95978  0.45972  0.14673  0.03

Atoms 1-6, force components in eV/Å:
-0.61 -1.34 -3.24
0.54 5.07 2.13
0.53 1.00 -1.35
-0.89 -1.76 2.47
-1.06 2.26 0.20
1.43 0.96 1.47

***

Entry 3:
A cluster of 3 separate species, CH7O3 in total at a distorted geometry, computed with ωB97M-V/def2-TZVPD.

**Energy**: -7292.9080 eV
**E_LUMO**: 4.551 eV
**Net charge**: -1
**Relative energy (zero: lowest compared OMol25 entry of this formula, charge and spin)**: 0.815 eV

Last column: Löwdin charge in e.
Atoms and positions in Å:
C  -0.58026  0.76430  -0.54222  -0.30
O  0.24261  -0.08624  0.29645  -0.46
H  -1.42963  0.17210  -0.95917  0.05
H  -1.04140  1.63694  0.03274  0.05
H  0.15683  1.08480  -1.27440  0.03
H  -0.84528  -1.01724  1.23119  0.07
H  -1.08228  -0.94398  2.85507  -0.08
O  -1.36860  -1.39429  2.12879  -0.18
H  2.52358  0.51161  -1.18076  0.03
H  1.30861  -0.43416  -0.95750  0.01
O  2.11583  -0.29384  -1.63020  -0.22

Atoms 1-6, force components in eV/Å:
0.73 -1.06 2.03
-1.47 0.17 -0.63
0.39 0.51 -0.24
0.54 -0.69 -0.63
-0.81 0.75 -0.82
-0.32 -0.10 2.47

***

Entry 4:
A cluster of 4 separate species, CH7O5 in total at a distorted geometry, computed with ωB97M-V/def2-TZVPD.

**Energy**: -11390.3927 eV
**E_LUMO**: 3.951 eV
**Net charge**: -1
**Relative energy (zero: lowest compared OMol25 entry of this formula, charge and spin)**: 0.493 eV

Last column: Löwdin charge in e.
Atoms and positions in Å:
O  -0.51723  -1.13251  1.89172  -0.09
C  -0.79490  -0.25856  1.06889  -0.65
O  -0.48900  -0.23363  -0.15248  -0.13
H  -1.35834  0.59915  1.51352  0.11
H  -1.32620  1.89905  -1.76260  0.02
H  -0.72646  1.54151  -0.45270  -0.02
O  -0.92601  2.33844  -0.99785  -0.12
H  -0.11112  -0.88956  -2.14084  -0.01
H  0.79186  -1.88248  -2.81050  0.02
O  0.06992  -1.27873  -3.01090  -0.09
H  1.58513  0.50630  2.13012  0.02
H  1.92139  -0.41639  1.09725  0.02
O  2.37735  0.26403  1.62748  -0.09

Atoms 1-6, force components in eV/Å:
0.27 -0.48 0.48
0.07 -0.31 0.15
-0.12 0.48 -0.17
-0.11 0.27 -0.46
0.14 0.29 0.16
0.14 0.04 -0.30

***

Entry 5:
The molecule CH7OP3 at a distorted geometry, computed with ωB97M-V/def2-TZVPD.

**Energy**: -31060.9998 eV
**E_LUMO**: -0.707 eV
**Relative energy (zero: lowest compared OMol25 entry of this formula, charge and spin)**: 1.771 eV

Last column: Löwdin charge in e.
Atoms and positions in Å:
C  -0.34117  0.89316  -1.87975  -0.37
O  0.57741  0.46295  -1.01195  -0.47
P  -0.43598  -0.28962  0.68566  0.44
P  1.14184  0.53724  1.89372  0.45
P  0.06719  -2.34292  1.19895  0.45
H  -1.32100  0.93419  -1.28419  0.03
H  -0.66364  0.18212  -2.63964  0.06
H  -0.19907  1.93136  -2.30766  0.09
H  0.80181  1.85582  1.72849  -0.18
H  2.17552  0.68117  0.94761  -0.14
H  -1.08254  -2.47343  0.37975  -0.18
H  -0.72035  -2.37205  2.28902  -0.18

Atoms 1-6, force components in eV/Å:
-4.34 1.22 -0.23
0.87 -2.38 3.71
1.83 2.54 -2.04
0.52 -0.09 1.08
0.95 -0.63 -2.48
0.57 0.78 -1.01

***

Entry 6:
A cluster of 2 separate species, CH7OS in total at a distorted geometry, computed with ωB97M-V/def2-TZVPD.

**Energy**: -14024.1033 eV
**E_LUMO**: -4.552 eV
**Net charge**: +1
**Relative energy (zero: lowest compared OMol25 entry of this formula, charge and spin)**: 1.473 eV

Last column: Löwdin charge in e.
Atoms and positions in Å:
O  -2.11565  0.78949  -0.37861  -0.06
H  -0.48816  0.54533  -0.45678  0.00
H  -2.37207  1.72991  -0.35747  0.10
H  -2.35512  0.57296  -1.29516  0.09
C  1.10790  -1.48504  -0.17239  -0.31
S  0.63027  0.18043  0.33392  0.98
H  2.18352  -1.43830  -0.31548  0.05
H  0.51043  -1.90720  -0.96725  0.07
H  1.00320  -2.10355  0.73236  0.06
H  1.58598  0.79164  1.04628  0.00

Atoms 1-6, force components in eV/Å:
0.36 0.39 -1.15
-0.24 1.31 0.66
0.15 -0.17 0.43
-0.27 -0.35 0.15
1.27 -0.38 2.01
-0.95 -1.72 0.15